No. 1
The molecule Cl3H3Si2, computed with ωB97M-V with the def2-TZVPD basis set.

The geometry in XYZ format:
```
8
Properties=species:S:1:pos:R:3:nbo_charge:R:1
Si 0.280 -0.530 -1.091 0.6498
Si -0.198 0.363 1.082 0.8718
Cl 1.963 -1.685 -1.064 -0.3634
Cl -2.145 0.222 1.570 -0.3458
Cl 0.090 2.787 0.742 -0.4924
H 0.216 0.418 -2.310 -0.0869
H -0.627 -1.703 -1.384 -0.1283
H 0.420 0.128 2.454 -0.1047
```

As for the SMILES: Cl[SiH2][SiH](Cl)Cl. The spin multiplicity is 1. The HOMO energy is -10.598 eV. The value obtained for the energy above the lowest of the compared OMol25 structures with the same formula, charge and spin is 98.57 kJ/mol. As for the total energy: -53373.6168 eV. The calculation puts the molar mass at 165.56 g/mol. For the LUMO energy, the calculation gives -0.48 eV. The charge is 0.

=====

No. 2
The molecule C16H28N4O3, computed with ωB97M-V with the def2-TZVPD basis set.

The geometry in XYZ format:
```
51
Properties=species:S:1:pos:R:3:nbo_charge:R:1
C -2.272 -4.434 0.601 -0.5981
C -2.817 -3.453 -0.429 -0.3916
C -2.813 -2.024 0.105 -0.4036
C -3.358 -1.040 -0.929 -0.2188
N -3.289 0.329 -0.433 -0.4637
C -2.128 1.043 -0.654 0.6872
C -2.052 2.367 -0.082 -0.4358
C -0.886 3.110 -0.178 0.2213
N 0.164 2.727 -0.864 -0.5331
C 1.474 3.315 -0.817 -0.2118
C 2.447 2.395 -0.069 -0.4126
H 3.375 2.938 0.112 0.2080
H 2.017 2.131 0.898 0.2194
C 2.727 1.095 -0.835 -0.2160
N 3.198 0.062 0.069 -0.4611
C 2.768 -1.272 -0.321 -0.2106
H 3.398 -1.992 0.203 0.1948
H 2.903 -1.441 -1.404 0.1648
C 1.316 -1.531 0.069 -0.6237
H 1.183 -1.331 1.129 0.2102
H 1.065 -2.571 -0.129 0.2069
H 0.627 -0.904 -0.492 0.2200
C 4.621 0.150 0.351 -0.2094
C 4.942 -0.349 1.756 -0.6073
H 4.713 -1.406 1.863 0.2015
H 4.354 0.203 2.484 0.2107
H 5.998 -0.203 1.971 0.2077
H 5.217 -0.410 -0.390 0.1672
H 4.915 1.200 0.285 0.1899
H 3.440 1.287 -1.655 0.1732
H 1.800 0.738 -1.283 0.1945
H 1.409 4.283 -0.316 0.2081
H 1.829 3.470 -1.841 0.2008
H -0.856 4.066 0.335 0.2273
C -3.163 2.929 0.658 0.6753
O -3.189 4.030 1.167 -0.6164
N -4.258 2.083 0.756 -0.6411
C -4.380 0.804 0.269 0.8038
O -5.381 0.151 0.443 -0.6118
H -5.060 2.436 1.266 0.4302
O -1.213 0.532 -1.301 -0.6721
H 0.057 1.800 -1.293 0.4460
H -2.764 -1.085 -1.844 0.2255
H -4.404 -1.259 -1.149 0.2301
H -3.428 -1.966 1.005 0.2068
H -1.793 -1.736 0.365 0.2039
H -3.837 -3.735 -0.698 0.1975
H -2.207 -3.500 -1.334 0.1950
H -2.275 -5.447 0.204 0.2082
H -2.882 -4.417 1.502 0.2029
H -1.252 -4.174 0.873 0.2004
```

As for the SMILES: CCCCN1C(=O)NC(=O)/C(=C/NCCCN(CC)CC)C1=O. The spin multiplicity is 1. The HOMO energy is -8.629 eV. The value obtained for the energy above the lowest of the compared OMol25 structures with the same formula, charge and spin is 12.92 kJ/mol. As for the total energy: -29151.5355 eV. The calculation puts the molar mass at 324.42 g/mol. For the LUMO energy, the calculation gives 0.43 eV. The charge is 0.

=====

No. 3
A 2-piece molecular cluster, C10H16O overall, computed with ωB97M-V with the def2-TZVPD basis set.

The geometry in XYZ format:
```
27
Properties=species:S:1:pos:R:3:nbo_charge:R:1
C -0.420 3.182 0.958 -0.6418
C 1.665 -0.079 0.979 -0.2652
C 1.279 1.296 0.926 -0.1774
C 0.758 -0.886 1.673 0.2776
C -0.063 1.786 1.171 -0.0715
C -0.521 -0.499 1.822 -0.2656
C -0.904 0.894 1.733 -0.1817
O 1.178 -2.044 2.149 -0.6632
H 2.654 -0.396 0.685 0.2225
H 2.047 2.134 0.615 0.2058
H 1.544 -2.518 1.487 0.4693
H -1.220 -1.190 1.977 0.2110
H 0.003 3.455 -0.035 0.2281
H 0.315 3.697 1.683 0.2202
H -1.791 1.289 2.075 0.2032
H -1.447 3.565 1.213 0.2340
C 0.045 -1.150 -1.809 -0.3811
C -1.113 -0.053 -1.534 -0.6131
C -0.253 -2.482 -2.509 -0.6102
H 0.865 -0.623 -2.300 0.1864
H 0.406 -1.535 -0.916 0.1835
H -1.961 -0.646 -1.074 0.1910
H -1.294 -2.592 -2.426 0.2042
H 0.032 -2.308 -3.534 0.2036
H -1.386 0.498 -2.336 0.1976
H -0.733 0.524 -0.647 0.2337
H 0.312 -3.319 -2.026 0.1991
```

As for the SMILES: Cc1ccc(O)cc1.CCC. The spin multiplicity is 1. The HOMO energy is -8.424 eV. The value obtained for the energy above the lowest of the compared OMol25 structures with the same formula, charge and spin is 333.03 kJ/mol. As for the total energy: -12674.2733 eV. The calculation puts the molar mass at 152.24 g/mol. For the LUMO energy, the calculation gives 0.78 eV. The charge is 0.

=====

No. 4
C25H51I2NNbO2 as an isolated structure, computed with ωB97M-V with the def2-TZVPD basis set.

The geometry in XYZ format:
```
82
Properties=species:S:1:pos:R:3:lowdin_charge:R:1
C 2.098 -4.213 0.899 -0.1595
C 0.665 -4.901 1.330 -0.2444
C -0.288 -5.245 -0.001 -0.2052
C -1.824 -4.690 0.146 -0.2180
C -2.394 -3.866 -1.153 -0.2114
C -3.782 -2.996 -0.823 -0.2190
C -3.636 -2.004 0.475 -0.2220
C -4.107 -0.430 0.161 -0.2171
C -3.422 0.165 -1.205 -0.3145
C -2.875 1.738 -1.042 -0.3598
Nb -0.564 1.857 -1.050 1.7138
C -0.590 2.956 0.947 -0.3654
C 0.881 3.207 1.626 -0.3049
C 2.015 3.833 0.623 -0.2388
C 3.159 4.647 1.533 -0.1672
C 4.708 4.229 1.064 -0.2256
O 5.223 5.096 -0.018 -0.2685
C 4.950 4.531 -1.351 -0.1327
C -0.467 -0.107 0.111 -0.3457
C 0.845 -0.259 1.096 -0.2421
C 0.389 -0.287 2.693 -0.4010
C 1.655 -0.282 3.743 -0.1313
C -0.597 -1.539 3.083 -0.1122
O -0.544 3.713 -2.052 -0.5755
C -1.710 4.547 -1.723 -0.3269
N -2.738 5.172 -1.218 0.0561
C -0.623 0.840 -3.086 -0.8764
I -0.055 2.411 -4.567 0.6966
C 0.451 -0.379 -3.296 -0.8349
C 0.108 -1.031 -4.798 -0.2580
I 2.559 0.332 -3.484 0.6099
H 2.479 -3.437 1.713 0.0679
H 2.073 -3.647 -0.131 0.0724
H 2.943 -5.049 0.839 0.0751
H 0.883 -5.888 1.965 0.1073
H 0.114 -4.170 2.076 0.0724
H -0.351 -6.437 -0.014 0.1047
H 0.274 -4.899 -0.973 0.1052
H -2.536 -5.637 0.280 0.1165
H -1.883 -4.096 1.161 0.0904
H -1.642 -3.103 -1.625 0.0918
H -2.634 -4.678 -1.994 0.1162
H -4.211 -2.469 -1.794 0.1107
H -4.596 -3.821 -0.538 0.1032
H -4.269 -2.480 1.358 0.1117
H -2.493 -2.015 0.790 0.0633
H -3.738 0.182 1.116 0.1021
H -5.296 -0.405 0.138 0.1125
H -2.579 -0.548 -1.657 0.0720
H -4.281 0.168 -2.034 0.1018
H -3.302 2.251 -0.074 0.0506
H -3.360 2.312 -1.970 0.0550
H 1.244 1.821 -1.145 -0.1006
H -1.191 2.256 1.705 0.0447
H -1.154 3.983 0.952 0.0512
H 0.717 4.016 2.488 0.1060
H 1.354 2.274 2.150 0.0746
H 2.612 2.903 0.173 0.0740
H 1.584 4.525 -0.225 0.1120
H 2.985 5.819 1.504 0.1182
H 3.057 4.282 2.658 0.1037
H 5.471 4.299 1.977 0.1220
H 4.736 3.082 0.739 0.1194
H 3.936 4.942 -1.825 0.1084
H 5.815 4.939 -2.064 0.0963
H 5.027 3.357 -1.405 0.0976
H -0.546 -1.077 -0.545 0.0358
H -1.415 -0.118 0.825 0.0454
H 1.688 0.534 0.879 0.0766
H 1.336 -1.318 0.886 0.0927
H -0.232 0.709 2.914 0.1127
H 2.043 -1.386 3.891 0.0698
H 1.236 0.109 4.787 0.0871
H 2.542 0.417 3.373 0.0796
H -0.754 -2.168 2.099 0.0444
H -0.181 -2.172 3.985 0.0812
H -1.670 -1.088 3.347 0.0908
H -1.719 0.506 -3.415 0.0347
H 0.355 -1.262 -2.525 0.0621
H 0.271 -2.189 -4.842 0.0706
H -1.016 -0.760 -5.086 0.0738
H 0.785 -0.418 -5.550 0.0137
```

The spin multiplicity is 1. The HOMO energy is -5.226 eV. As for the total energy: -50073.1437 eV. The calculation puts the molar mass at 744.40 g/mol. For the LUMO energy, the calculation gives 1.73 eV. The charge is -1.

=====

No. 5
A 3-piece molecular cluster, C2H3F3NO overall, computed with ωB97M-V with the def2-TZVPD basis set.

The geometry in XYZ format:
```
10
Properties=species:S:1:pos:R:3:nbo_charge:R:1
C 0.231 0.678 -0.436 -0.0677
C 1.039 -0.245 0.213 0.4049
N -1.905 -0.414 0.433 -0.0769
O -2.650 -0.816 -0.475 -0.3865
F 0.347 1.935 0.017 -0.3653
F 2.902 -0.458 -0.222 -0.7467
F 0.801 -1.524 -0.118 -0.3466
H -0.171 0.499 -1.371 0.1564
H 1.371 -0.204 1.327 0.1628
H -1.965 0.548 0.632 0.2655
```

The spin multiplicity is 1. The HOMO energy (alpha / beta) is -3.394 / -3.398 eV. The value obtained for the energy above the lowest of the compared OMol25 structures with the same formula, charge and spin is 290.48 kJ/mol. As for the total energy: -13808.7097 eV. The calculation puts the molar mass at 114.05 g/mol. For the LUMO energy (alpha / beta), the calculation gives 3.74 / 3.75 eV. The charge is -1.

=====

No. 6
C4H11AlNO as an isolated structure, computed with ωB97M-V with the def2-TZVPD basis set.

The geometry in XYZ format:
```
18
Properties=species:S:1:pos:R:3:nbo_charge:R:1
Al -11.796 19.760 -13.823 2.0749
C -15.749 19.901 -11.532 -0.6237
C -14.614 19.439 -12.488 -0.1117
C -14.852 19.792 -13.919 -0.1109
O -13.694 19.576 -14.746 -0.6523
C -13.945 19.725 -16.150 -0.2958
N -13.384 20.081 -12.046 -0.7264
H -15.857 20.985 -11.506 0.2568
H -15.756 19.666 -10.467 0.3133
H -16.681 19.471 -11.899 0.3336
H -14.622 18.367 -12.291 0.2913
H -15.091 20.837 -14.114 0.2440
H -15.712 19.181 -14.195 0.3032
H -13.179 19.217 -16.735 0.2495
H -13.885 20.791 -16.370 0.2377
H -14.863 19.213 -16.436 0.2773
H -13.247 19.814 -11.082 0.4783
H -13.692 21.031 -11.898 0.4607
```

The spin multiplicity is 1. The HOMO energy is -24.764 eV. The value obtained for the energy above the lowest of the compared OMol25 structures with the same formula, charge and spin is 12.92 kJ/mol. As for the total energy: -14421.8608 eV. The calculation puts the molar mass at 116.12 g/mol. For the LUMO energy, the calculation gives -19.66 eV. The charge is +3.